A molecular structure, C14H7ClIrNO6. Source: OMol25; level of theory: wB97M-V/def2-TZVPD.

Positions of all 30 atoms, in Å:
Ir -0.7213 -0.1894 1.8768
O -4.9098 0.1449 1.2279
C -3.7305 -0.1080 1.3033
O -2.8829 0.2659 2.1630
C -3.1056 -1.0148 0.2019
C -3.6941 -1.3138 -1.0169
C -2.9660 -2.0716 -1.9272
C -1.6992 -2.5244 -1.5794
C -1.1978 -2.1781 -0.3364
N -1.8933 -1.4416 0.5148
C 0.2261 -2.5356 0.1677
O 0.8986 -3.2780 -0.5116
O 0.5247 -1.9736 1.2608
H -4.6804 -0.9358 -1.2391
H -3.3764 -2.2879 -2.9033
H -1.0866 -3.1081 -2.2467
Cl 5.3332 3.0633 -0.8697
C 3.8340 2.3020 -0.5157
C 3.1981 1.5383 -1.5101
C 1.9802 0.9801 -1.2595
C 1.3130 1.1544 -0.0083
O 0.1218 0.7261 0.0936
C 2.0352 1.8408 1.0362
C 1.5487 1.8922 2.3847
O 0.5165 1.4030 2.8502
C 3.2718 2.4315 0.7356
H 3.6737 1.4052 -2.4697
H 1.4570 0.4037 -2.0062
H 2.2150 2.4166 3.0887
H 3.7963 2.9929 1.4948

**Electronic energy**: -1608.36036 a.u.
**ΔE to the lowest compared entry with this formula, charge and spin**: 55.7 kcal per mole
**Gap between HOMO and LUMO (spin up / spin down)**: 6.34 / 6.19 eV

***

A molecular structure, C14H7F5HfO2. Source: OMol25; level of theory: wB97M-V/def2-TZVPD.

Positions of all 29 atoms, in Å:
O 4.7355 -1.8844 -0.5315
C 3.9444 -1.0099 -0.1242
C 4.3086 -0.0454 1.1352
C 3.7052 1.2788 1.1758
C 2.7212 1.6302 -0.0750
O 2.7315 2.8188 -0.4463
C 1.8484 0.4630 -0.7904
C 0.4147 0.7200 -1.4613
F 0.0790 2.1157 -1.3178
F 0.4926 0.5081 -2.8798
C -0.8254 -0.0869 -0.8379
C -0.8916 -1.6056 -0.5505
C -2.2022 -2.3442 0.0661
C -3.5173 -1.5518 0.3941
C -3.4712 -0.0243 0.0769
C -4.8477 0.7813 0.3692
F -4.6371 2.0637 0.8947
F -5.5512 0.7945 -0.8724
F -5.6572 0.0414 1.2611
C -2.1497 0.7231 -0.5124
C 2.4933 -0.8270 -0.8176
H 5.0446 -0.4113 1.9544
H 3.9437 2.0542 2.0282
H -0.0060 -2.2849 -0.7817
H -2.1888 -3.4779 0.2766
H -4.4229 -2.0900 0.8327
H -2.2701 1.8473 -0.7018
H 2.0501 -1.7532 -1.3095
Hf 4.1257 1.5564 3.5452

**Electronic energy**: -1233.03068 a.u.
**Gap between HOMO and LUMO**: 3.81 eV
**Net charge**: +4

***

A molecular structure, C14H8BrCl2I2InNO4. Source: OMol25; level of theory: wB97M-V/def2-TZVPD.

Positions of all 33 atoms, in Å:
In 0.2253 -0.5145 0.6307
I 1.3400 0.9826 2.9041
C 1.9109 2.6514 1.6989
I 0.3265 3.3911 0.5159
H 2.7052 2.2958 1.0543
H 2.2377 3.4231 2.3854
Cl 1.9220 2.6002 -5.8603
C 1.8102 1.9259 -4.2772
C 2.9153 2.0107 -3.4166
C 2.8590 1.4857 -2.1519
Cl 4.2298 1.6183 -1.1113
C 1.7015 0.8368 -1.6623
O 1.7227 0.3487 -0.4524
C 0.5905 0.7718 -2.5450
C -0.6539 0.1891 -2.1955
O -0.9917 -0.3281 -1.1070
C 0.6684 1.3182 -3.8505
H 3.8212 2.4967 -3.7529
H -1.4238 0.1968 -2.9744
H -0.1904 1.2505 -4.5059
Br -2.8355 1.1263 1.6021
C -2.6736 -0.6788 2.0875
C -3.6908 -1.3371 2.7489
C -3.4914 -2.6672 3.0900
C -2.2945 -3.2917 2.7716
C -1.3299 -2.5610 2.1093
N -1.5274 -1.2765 1.7728
C 0.0148 -3.1874 1.7365
O 0.2261 -4.3252 2.0538
O 0.8390 -2.4007 1.0910
H -4.6074 -0.8184 2.9863
H -4.2713 -3.2108 3.6063
H -2.0850 -4.3222 3.0178

**Electronic energy**: -5173.78367 a.u.
**ΔE to the lowest compared entry with this formula, charge and spin**: 0.0 kcal per mole
**Gap between HOMO and LUMO**: 7.65 eV
**Net charge**: +1

***

A molecular structure, C14H8BrCoNOS4Se. Source: OMol25; level of theory: wB97M-V/def2-TZVPD.

Positions of all 31 atoms, in Å:
Co 0.2232 -0.3971 0.1764
O 6.6894 -2.3964 0.7825
C 5.5538 -1.9775 0.6506
S 4.5918 -2.1684 -0.8073
C 3.1332 -1.3611 -0.2453
C 3.1616 -0.8907 1.0146
S 1.8796 -0.0116 1.8311
S 4.6510 -1.1531 1.9118
S 1.8074 -1.2096 -1.3880
Br -4.8199 -4.6367 1.8732
C -3.3558 -3.4861 1.4152
C -2.9048 -2.5628 2.3414
C -1.8345 -1.7424 1.9877
C -1.1856 -1.7993 0.7451
C -1.6997 -2.7589 -0.1385
C -2.7678 -3.6020 0.1691
H -3.3827 -2.4841 3.3101
H -1.4901 -1.0261 2.7300
H -1.2417 -2.8669 -1.1187
H -3.1390 -4.3278 -0.5440
Se -1.4640 1.2543 -0.4978
C -0.7473 2.8920 -1.1399
C 0.2763 3.5828 -0.4852
C 0.7239 4.7944 -0.9830
N 0.2430 5.3920 -2.0797
C -0.7323 4.7267 -2.7051
C -1.2466 3.5093 -2.2897
H 0.7215 3.1596 0.4072
H 1.5219 5.3200 -0.4668
H -1.1267 5.1956 -3.6035
H -2.0390 3.0317 -2.8535

**Electronic energy**: -8619.38266 a.u.
**2S+1**: 4
**ΔE to the lowest compared entry with this formula, charge and spin**: 0.0 kcal per mole
**Gap between HOMO and LUMO (spin up / spin down)**: 5.08 / 5.41 eV
**Net charge**: -2